The following is a DFT calculation (ωB97M-V/def2-TZVPD) of a cluster of 6 separate species, C55H66N7O11 in total.

Cartesian coordinates (Å):
C 6.215 -2.081 -1.712
C 5.049 -1.518 -0.791
C 5.634 -0.502 0.228
C 6.292 0.746 -0.055
C 6.581 1.476 -1.423
C 5.754 2.829 -1.347
C 6.492 4.017 -0.943
C 5.743 5.269 -0.819
C 4.302 5.250 -1.090
C 3.588 4.051 -1.517
C 4.328 2.778 -1.647
C 3.571 1.483 -2.085
N 6.684 1.393 1.118
C 6.290 0.589 2.161
N 5.682 -0.511 1.641
C 5.084 -1.588 2.493
C 3.587 -1.125 2.784
C 2.542 -2.311 2.568
C 1.936 -2.330 1.110
C 0.514 -3.039 1.143
C -0.262 -2.910 -0.217
C -0.832 -1.465 -0.504
C -2.311 -1.262 0.038
C -2.740 0.228 -0.370
C -4.260 0.364 -0.750
C -5.195 0.877 0.411
O -4.558 1.785 1.323
C -5.281 3.024 1.404
H 7.170 -1.526 -1.553
H 6.386 -3.174 -1.512
H 5.875 -2.026 -2.784
H 4.640 -2.375 -0.204
H 4.251 -0.992 -1.378
H 7.673 1.750 -1.406
H 6.312 0.850 -2.304
H 7.592 3.976 -0.734
H 6.287 6.179 -0.491
H 3.774 6.224 -0.948
H 2.498 4.074 -1.728
H 4.226 0.834 -2.733
H 3.246 0.847 -1.222
H 2.655 1.770 -2.661
H 7.153 2.296 1.094
H 6.419 0.810 3.244
H 5.683 -1.705 3.426
H 5.062 -2.500 1.845
H 3.328 -0.356 1.997
H 3.476 -0.615 3.772
H 3.122 -3.264 2.738
H 1.759 -2.255 3.364
H 2.633 -2.853 0.407
H 1.766 -1.271 0.758
H -0.075 -2.662 2.016
H 0.694 -4.140 1.315
H 0.351 -3.222 -1.112
H -1.143 -3.615 -0.204
H -0.897 -1.358 -1.618
H -0.170 -0.629 -0.151
H -2.368 -1.359 1.155
H -3.013 -1.956 -0.497
H -2.408 0.884 0.472
H -2.139 0.525 -1.273
H -4.334 1.095 -1.606
H -4.702 -0.598 -1.139
H -5.647 0.005 0.966
H -6.051 1.429 -0.064
H -4.894 3.611 2.275
H -5.118 3.563 0.431
H -6.382 2.850 1.553
C 0.186 1.665 -7.132
C -1.116 1.314 -6.796
C -1.347 0.395 -5.782
C -0.268 -0.162 -5.110
C 1.037 0.177 -5.444
C 1.261 1.095 -6.461
N -0.510 -1.114 -4.023
O -1.665 -1.404 -3.768
O 0.461 -1.561 -3.429
H 0.363 2.388 -7.921
H -1.951 1.760 -7.323
H -2.365 0.128 -5.527
H 1.881 -0.260 -4.925
H 2.274 1.369 -6.729
C 0.404 -6.874 -1.191
C -0.894 -7.227 -0.844
C -1.116 -8.144 0.174
C -0.030 -8.696 0.840
C 1.271 -8.355 0.495
C 1.485 -7.440 -0.526
N -0.260 -9.647 1.934
O -1.413 -9.937 2.198
O 0.715 -10.086 2.517
H 0.574 -6.153 -1.983
H -1.734 -6.784 -1.366
H -2.131 -8.413 0.438
H 2.119 -8.789 1.009
H 2.496 -7.164 -0.802
C -7.459 0.020 -6.327
C -6.784 1.233 -6.250
C -5.762 1.517 -7.144
C -5.427 0.581 -8.113
C -6.090 -0.636 -8.193
C -7.109 -0.915 -7.294
N -4.363 0.888 -9.075
O -3.788 1.959 -8.964
O -4.117 0.060 -9.931
H -8.261 -0.197 -5.631
H -7.059 1.959 -5.494
H -5.243 2.465 -7.076
H -5.827 -1.370 -8.945
H -7.636 -1.860 -7.348
C 3.157 -0.229 10.179
C 3.186 0.889 9.354
C 3.511 0.755 8.013
C 3.802 -0.506 7.508
C 3.784 -1.629 8.326
C 3.460 -1.486 9.666
N 4.122 -0.656 6.087
O 4.149 0.356 5.396
O 4.341 -1.780 5.669
H 2.897 -0.122 11.226
H 2.951 1.866 9.758
H 3.531 1.632 7.379
H 4.014 -2.612 7.935
H 3.439 -2.354 10.313
C -5.947 6.224 5.657
C -5.588 6.026 4.329
C -6.476 6.350 3.314
C -7.719 6.875 3.640
C -8.090 7.069 4.963
C -7.197 6.741 5.974
N -8.650 7.242 2.567
O -8.298 7.039 1.417
O -9.719 7.730 2.886
H -5.249 5.975 6.448
H -4.612 5.621 4.086
H -6.186 6.192 2.283
H -9.060 7.474 5.219
H -7.474 6.891 7.010

Values from the calculation:
- Net charge: +1
- Multiplicity: 1
- E: -91037.1553 eV
- Frontier orbital gap: 0.2967 Eh
- HOMO energy: -11.0 eV